The following is a DFT calculation (ωB97M-V with the def2-TZVPD basis set) of a structure of composition C20H27O3S2SbSe4Zn.

The geometry in XYZ format:
```
58
Properties=species:S:1:pos:R:3
Zn 0.14 -0.07 -0.16
O -0.79 -1.94 0.17
S 0.17 -3.06 0.57
C 0.15 -3.11 2.39
C 0.36 -1.76 3.08
C -0.90 -1.21 3.76
C -2.08 -0.87 2.87
S -2.02 0.75 2.06
O -0.62 0.87 1.51
C -2.00 1.77 3.53
C -3.18 1.95 4.23
C -3.17 2.74 5.37
C -1.99 3.34 5.78
C -0.82 3.17 5.06
C -0.82 2.38 3.92
C -0.78 -4.54 0.31
C -2.10 -4.46 -0.08
C -2.81 -5.64 -0.27
C -2.20 -6.87 -0.07
C -0.86 -6.93 0.30
C -0.14 -5.76 0.49
H 0.95 -3.81 2.63
H -0.80 -3.57 2.68
H 0.81 -1.04 2.39
H 1.11 -1.91 3.86
H -0.62 -0.33 4.35
H -1.25 -1.96 4.48
H -3.01 -0.84 3.44
H -2.21 -1.58 2.04
H -4.11 1.50 3.89
H -4.09 2.89 5.93
H -1.99 3.97 6.67
H 0.09 3.65 5.37
H 0.07 2.24 3.32
H -2.56 -3.50 -0.23
H -3.85 -5.60 -0.58
H -2.76 -7.78 -0.23
H -0.38 -7.89 0.44
H 0.91 -5.81 0.75
Se -1.96 4.07 0.61
Sb -0.38 3.33 -0.99
Se 0.33 5.03 -2.71
Se 1.90 4.34 -0.99
Se -0.50 1.17 -2.13
C 3.34 0.96 -0.34
C 3.10 -0.51 0.01
C 4.06 -0.94 1.12
C 3.30 -1.38 -1.23
O 1.80 -0.68 0.50
H 4.36 1.13 -0.71
H 3.19 1.57 0.55
H 2.64 1.29 -1.10
H 5.11 -0.85 0.81
H 3.87 -1.99 1.39
H 3.90 -0.33 2.00
H 4.28 -1.24 -1.68
H 2.54 -1.13 -1.98
H 3.18 -2.44 -0.97
```

Output
calculated total energy = -365333.537 eV
total charge = 0
HOMO = -7.6 eV
LUMO level = -0.65 eV
2S+1 = 1
frontier orbital gap = 7.00 eV